# C22H42O11

6 unconnected molecules or ions with the total composition C22H42O11 at a distorted geometry (wB97M-V/def2-TZVPD, OMol25).

Geometry as XYZ:
```
75
Properties=species:S:1:pos:R:3:lowdin_charge:R:1
H -0.26 2.21 0.52 0.1166
O -5.29 -2.66 -2.16 -0.0187
O -2.57 3.73 2.20 -0.1637
H -2.93 2.92 5.28 0.1158
C -2.01 3.25 3.44 -0.1742
H 0.94 -0.41 -0.74 0.1000
C 5.10 -2.89 -3.30 -0.0720
C -1.69 0.81 -0.50 -0.1704
C -3.21 2.75 4.24 -0.2024
H 6.81 2.56 -3.16 0.1047
C 3.82 2.65 -1.82 -0.1517
C -1.24 0.65 -1.93 -0.2273
H 3.42 2.20 -0.92 0.0954
H 1.03 -1.42 5.31 0.1110
C 0.68 0.64 -0.70 -0.1404
H 2.66 -0.80 5.59 0.1078
H -3.20 -2.23 -2.71 0.0749
C 3.55 1.72 -3.01 -0.1607
O 0.11 0.96 -1.97 -0.1504
C 5.95 2.03 -2.74 -0.2257
C -3.96 3.56 2.18 -0.2028
H 0.50 -2.51 -1.57 0.0733
H -1.23 -0.41 -2.22 0.0995
H 5.60 -3.74 -3.75 0.1005
C -4.26 3.62 3.71 -0.1886
H -7.86 -2.75 1.32 0.0969
C -4.06 -2.87 -2.91 -0.0187
C 2.86 -2.85 -2.48 -0.4960
H -0.32 0.81 1.19 0.0892
H 0.62 0.51 4.45 0.1124
H 5.03 0.84 -4.38 0.0945
H -3.32 1.70 3.99 0.1208
H -1.40 2.46 3.00 0.1094
H 0.04 -4.19 -1.44 0.0991
C 4.87 1.77 -3.84 -0.1384
O 1.50 -0.25 2.73 -0.0016
C 0.65 -3.49 -2.01 -0.0489
O 2.03 -3.79 -2.05 0.0087
H -1.61 4.15 3.91 0.1228
H 6.43 1.13 -2.34 0.1005
H 3.25 0.71 -2.73 0.0822
H 2.73 2.03 -3.66 0.1097
H -4.28 4.62 4.14 0.1222
H -4.36 -2.82 -3.95 0.0941
H 2.07 -3.17 3.91 0.1350
H 0.21 -3.40 -3.00 0.0978
O -4.44 -1.92 -0.17 0.0782
H -3.64 -3.85 -2.66 0.0882
H -6.70 -1.42 1.31 0.0965
C 1.94 -1.06 4.82 -0.1367
O 5.29 2.72 -1.71 -0.1495
C -0.47 1.20 0.18 -0.1890
H -6.08 -3.06 1.47 0.0992
C 1.61 0.27 4.05 -0.1245
H 5.70 -2.33 -2.58 0.0972
O 3.97 -3.55 -2.85 -0.0169
H 5.04 2.57 -4.56 0.1015
H -2.09 -0.11 -0.09 0.1168
C 2.36 -2.13 3.80 -0.0588
O 1.57 -2.12 1.46 0.0860
C -5.40 -2.36 -0.83 -0.5916
O 2.60 -1.65 -2.79 0.0848
H -2.40 1.64 -0.47 0.1148
H 1.55 1.29 -0.63 0.0996
H 3.36 -1.94 3.42 0.1384
C -6.86 -2.45 1.00 -0.0157
H 4.86 -2.15 -4.07 0.0877
H 2.22 1.16 4.10 0.1280
O -6.61 -2.40 -0.41 0.0194
H -1.88 1.11 -2.68 0.1230
H -5.22 3.13 3.88 0.1106
C 1.78 -1.56 2.54 -0.4750
H 3.37 3.62 -2.07 0.1161
H -4.49 4.38 1.70 0.1155
H -4.31 2.63 1.72 0.1141
```

Summary:
Energy relative to the best compared isomer or geometry (same formula, charge and spin) (kJ/mol): 104.51
Orbital gap (eV): 9.269
SMILES: COC(=O)OC.COC(=O)OC.O=C1CCCO1.C1CCOC1.C1CCOC1.C1CCOC1
LUMO (eV): 0.50